No. 1
Density functional theory data (the ωB97M-V functional and the def2-TZVPD basis) for C23H36N7O6SeTi as an isolated structure.

Calculated values
LUMO level (spin up / spin down): 2.36 / 2.36 eV
2S+1: 3
HOMO-LUMO gap (spin up / spin down): 5.31 / 6.41 eV
energy above the lowest of the compared OMol25 structures with the same formula, charge and spin: 122.0 kJ/mol
total charge: -1

The geometry in XYZ format:
```
74
Properties=species:S:1:pos:R:3:forces:R:3
Ti -0.067888 0.660995 -0.804470 -0.112 -1.790 0.659
N 0.131738 0.359147 1.363488 0.075 0.189 0.442
C 1.225345 1.260359 1.721714 0.181 -0.258 0.148
C 1.634931 1.135322 3.190499 0.011 -0.038 0.080
C 2.824784 1.950199 3.704447 -0.037 0.008 0.011
C 2.824064 3.408152 3.273369 -0.018 0.092 0.091
N 1.570534 4.095779 3.634034 -0.013 -0.230 -0.004
C 0.581191 4.216887 2.706386 0.177 0.448 -0.170
N -0.700695 3.978674 3.093887 -0.120 -0.153 -0.054
N 0.788595 4.605757 1.480665 0.676 0.005 0.335
C 2.344712 1.025381 0.684656 0.081 -0.094 0.151
O 3.517520 1.239228 0.974670 -0.032 0.097 -0.005
O 1.894148 0.627270 -0.444824 0.690 0.171 0.298
H -0.758606 0.556020 1.828198 -0.025 -0.024 -0.028
H 0.381780 -0.611640 1.529552 -0.049 -0.024 -0.071
H 0.847943 2.260288 1.520643 0.048 -0.012 -0.048
H 1.829880 0.081225 3.407122 -0.024 -0.011 -0.006
H 0.748877 1.405162 3.779708 -0.019 -0.116 0.031
H 3.760963 1.516393 3.359768 -0.022 -0.036 -0.029
H 2.812662 1.901314 4.800474 0.059 0.008 0.006
H 2.946463 3.457324 2.194962 0.039 -0.019 -0.050
H 3.670130 3.930340 3.721951 -0.046 0.070 0.009
H 1.235732 3.882266 4.562455 -0.012 -0.040 -0.007
H -0.824978 3.191326 3.713410 -0.025 0.051 0.047
H -1.346150 3.954963 2.309275 0.021 -0.008 0.018
H 1.750874 4.790419 1.238610 0.067 0.155 0.176
H 0.121168 4.014653 0.651030 -1.443 -0.266 -0.918
C 0.836197 2.596006 -4.523960 0.005 -0.025 0.036
C 0.474746 2.212522 -3.124160 0.038 0.037 -0.165
N 0.457364 0.955840 -2.725645 0.143 0.232 -0.889
O 0.849996 0.035972 -3.691343 -0.022 0.004 0.017
C 0.051801 3.142620 -2.143619 -0.041 0.018 -0.021
C -0.114035 4.603569 -2.425124 -0.006 -0.011 0.003
N -0.256345 2.599266 -0.957523 -0.111 1.353 -0.288
O -0.790537 3.454834 -0.005273 0.662 0.177 0.475
H 1.615731 1.936668 -4.900933 0.023 0.029 -0.009
H 1.180351 3.628292 -4.572612 -0.019 0.002 -0.005
H -0.029769 2.485071 -5.183626 0.009 0.004 -0.009
H 0.684418 -0.818131 -3.246465 0.013 -0.008 -0.004
H -0.726992 4.765019 -3.315002 0.025 0.003 -0.013
H 0.847087 5.100528 -2.590434 -0.002 -0.009 -0.011
H -0.605136 5.067643 -1.573227 0.002 0.015 -0.026
O -2.650244 0.524370 1.813606 -0.036 0.008 0.034
C -2.988072 0.489157 0.630527 0.115 0.071 0.017
C -4.438110 0.313907 0.193353 -0.004 0.009 -0.041
C -4.396356 0.611204 -1.297459 0.027 -0.040 0.098
C -2.901300 0.636363 -1.603937 -0.294 0.000 0.049
O -2.436345 0.718230 -2.720671 0.001 0.016 0.000
N -2.164360 0.582626 -0.441463 -0.608 0.048 -0.016
H -5.088564 0.962430 0.778188 0.017 0.000 0.020
H -4.715263 -0.721093 0.403570 -0.024 0.010 0.023
H -4.801479 1.595233 -1.538353 -0.015 -0.010 -0.029
H -4.889192 -0.125105 -1.929708 0.007 0.004 -0.011
C 0.276376 -8.146704 -0.189838 -0.015 0.049 0.001
C 0.175815 -6.655951 -0.388370 -0.002 -0.008 -0.004
C 1.254416 -5.911606 -0.843547 0.009 0.000 0.010
C 1.170628 -4.537635 -1.050460 0.006 -0.015 0.008
C 2.375303 -3.793200 -1.552528 -0.021 -0.033 0.012
C -0.042441 -3.874859 -0.802529 0.066 0.089 0.167
Se -0.212807 -2.021221 -1.220793 -0.128 -0.176 -0.567
C -1.136054 -4.606985 -0.310623 0.006 -0.022 0.010
C -2.461610 -3.965453 0.007678 0.034 0.003 -0.009
C -1.005770 -5.979100 -0.120837 0.004 0.001 0.028
H 1.282834 -8.502774 -0.412032 0.000 -0.009 0.005
H -0.419773 -8.678985 -0.842566 0.009 -0.015 0.002
H 0.037718 -8.427881 0.838558 0.007 -0.012 0.000
H 2.196376 -6.413024 -1.047981 0.000 0.004 0.003
H 3.264991 -4.424229 -1.507138 -0.007 -0.005 -0.015
H 2.542586 -2.884592 -0.973263 0.012 0.006 -0.005
H 2.224718 -3.469777 -2.585291 0.004 0.027 0.006
H -2.358310 -2.886683 0.103687 -0.007 -0.004 0.027
H -2.869567 -4.373223 0.935243 -0.019 -0.030 -0.022
H -3.183103 -4.157065 -0.791600 0.000 0.034 -0.009
H -1.863629 -6.535323 0.249878 0.004 0.005 0.008
```
Forces are in eV/Å.

Partial atomic charges computed with the Mulliken method, in multiples of e:
1 Ti -0.113
2 N -0.185
3 C 1.199
4 C -0.532
5 C -0.879
6 C -0.756
7 N -0.084
8 C -0.019
9 N -0.475
10 N -0.395
11 C 0.538
12 O -0.789
13 O -0.454
14 H 0.383
15 H 0.169
16 H -0.541
17 H 0.358
18 H 0.141
19 H 0.390
20 H 0.449
21 H 0.272
22 H 0.303
23 H 0.330
24 H 0.302
25 H 0.360
26 H 0.335
27 H 0.066
28 C -1.808
29 C 0.697
30 N 0.949
31 O -0.700
32 C 0.360
33 C -2.094
34 N 1.029
35 O -0.869
36 H 0.460
37 H 0.424
38 H 0.263
39 H 0.141
40 H 0.417
41 H 0.321
42 H 0.382
43 O -0.841
44 C 0.246
45 C -0.747
46 C -0.586
47 C 0.137
48 O -0.596
49 N 0.716
50 H 0.365
51 H 0.241
52 H 0.237
53 H 0.324
54 C -1.474
55 C 0.758
56 C -0.923
57 C 0.674
58 C -1.481
59 C -0.154
60 Se -0.261
61 C 1.082
62 C -1.340
63 C -0.807
64 H 0.329
65 H 0.307
66 H 0.328
67 H 0.226
68 H 0.373
69 H 0.219
70 H 0.276
71 H -0.022
72 H 0.407
73 H 0.271
74 H 0.372

---

No. 2
Density functional theory data (the ωB97M-V functional and the def2-TZVPD basis) for a 2-piece molecular cluster, C23H37BN2O3 overall.

Calculated values
LUMO level: 0.59 eV
HOMO-LUMO gap: 9.16 eV
total charge: 0

The geometry in XYZ format:
```
66
Properties=species:S:1:pos:R:3:forces:R:3
C 3.840396 -2.199531 3.838722 0.359 0.190 0.532
O 2.620288 -2.036763 3.151603 0.242 0.122 -0.082
C 2.768184 -1.085545 2.106903 -0.197 -0.570 -0.450
C 1.497400 -0.972930 1.267076 0.800 0.297 -0.097
C 1.901291 -0.421668 -0.125969 -0.794 -0.443 0.462
B 0.719446 0.131371 -1.012603 0.038 0.420 -0.449
C 0.949171 0.443563 -2.560278 -0.486 -0.125 0.663
C 0.865317 1.953772 -2.861979 0.786 -0.231 -0.274
C 1.968322 2.757987 -2.118952 -0.809 0.322 -1.134
N 1.331256 3.711877 -1.202494 1.054 -0.135 0.171
C 2.292406 4.317892 -0.234813 -1.344 -0.226 0.133
C 1.674136 4.268617 1.148925 0.813 -0.029 -0.492
C 0.641711 5.108299 1.478816 -0.504 0.941 -0.783
C 0.029477 5.081808 2.697871 -0.684 0.348 0.366
C 0.458009 4.176552 3.639746 -0.432 0.140 0.707
C 1.503367 3.342885 3.354176 0.031 -0.497 0.864
C 2.102594 3.390542 2.123027 0.738 -0.654 -0.325
O 3.150708 2.516820 1.933411 -0.040 -0.083 -0.059
C -0.750477 0.372345 -0.467094 2.393 -0.575 -0.574
C -1.651321 -0.673724 -0.555128 -0.648 0.543 0.222
C -2.928259 -0.389160 -0.101737 0.348 -0.952 -0.506
C -3.173695 0.868421 0.385794 -1.657 0.347 0.638
N -2.314515 1.863277 0.510512 0.428 0.162 -0.147
C -1.080898 1.600532 0.072418 -0.689 0.115 0.246
H 3.905799 -1.526803 4.706773 -0.091 -0.008 -0.119
H 4.710576 -1.974586 3.208166 -0.153 -0.100 -0.101
H 3.959818 -3.219484 4.212215 -0.303 0.008 -0.146
H 3.086007 -0.102930 2.484543 -0.100 -0.093 0.027
H 3.551461 -1.463940 1.428187 0.099 0.160 0.153
H 1.087937 -1.972942 1.104180 -0.156 0.086 0.305
H 0.765788 -0.339161 1.772115 -0.083 -0.114 -0.119
H 2.730354 0.294732 -0.024346 -0.161 0.074 -0.181
H 2.323718 -1.272285 -0.685537 0.164 0.246 -0.067
H 0.113849 -0.050939 -3.079579 0.221 -0.030 -0.117
H 1.895619 0.031017 -2.928024 -0.081 0.111 -0.074
H 1.016882 2.077618 -3.940013 -0.114 0.059 0.085
H -0.113600 2.379929 -2.631642 0.047 -0.160 0.173
H 2.538424 3.281744 -2.904517 0.259 -0.047 0.304
H 2.668153 2.090379 -1.609825 -0.191 0.088 0.216
H 0.981924 4.466558 -1.780935 -0.274 -0.111 0.084
H 2.432230 5.366266 -0.511330 0.562 -0.128 0.112
H 3.217955 3.741256 -0.256516 0.200 0.476 -0.198
H 0.283036 5.835883 0.754319 0.118 -0.117 -0.092
H -0.788563 5.761238 2.900806 0.015 -0.053 0.052
H -0.024694 4.119079 4.608616 0.035 0.023 -0.040
H 1.844445 2.638742 4.104157 0.115 -0.046 -0.173
H 3.312460 2.409175 0.991759 0.055 0.009 0.044
H -1.396984 -1.637276 -0.981692 -0.028 -0.015 0.043
H -3.708575 -1.137389 -0.162995 -0.073 0.097 0.095
H -4.196618 1.072956 0.709317 0.190 0.134 0.045
H -0.354364 2.405933 0.129689 -0.049 -0.044 0.028
C -2.482442 -6.135340 -1.332618 -0.003 0.034 -0.148
C -3.024073 -4.858642 -0.712561 -0.031 -0.150 0.041
O -2.962914 -3.732879 -1.571727 0.144 0.238 0.073
C -3.681937 -3.829413 -2.789161 -0.084 -0.076 -0.095
C -5.173565 -4.050260 -2.606108 -0.012 -0.029 0.134
H -1.447727 -5.995502 -1.650031 0.001 -0.008 0.043
H -2.520415 -6.950994 -0.609730 0.015 0.026 0.017
H -3.056610 -6.440244 -2.208595 -0.050 -0.043 0.049
H -2.421276 -4.602183 0.159404 0.002 0.137 -0.051
H -4.047314 -5.005873 -0.350499 -0.017 -0.044 -0.042
H -3.248165 -4.608759 -3.425368 -0.047 -0.046 0.014
H -3.521699 -2.882642 -3.306682 0.093 0.030 0.107
H -5.389611 -4.990667 -2.097556 0.000 -0.038 -0.077
H -5.672467 -4.072432 -3.575610 0.017 0.020 -0.002
H -5.607136 -3.246182 -2.009006 0.004 0.016 -0.035
```
Forces are in eV/Å.

Partial atomic charges computed with the Mulliken method, in multiples of e:
1 C -0.752
2 O -0.376
3 C -0.738
4 C -0.165
5 C -0.839
6 B -0.354
7 C -0.565
8 C -0.904
9 C -0.599
10 N -0.062
11 C -1.428
12 C 0.616
13 C -0.314
14 C -0.780
15 C -0.401
16 C -0.561
17 C 0.754
18 O -0.696
19 C 0.888
20 C -1.024
21 C -0.522
22 C -0.400
23 N -0.608
24 C -0.493
25 H 0.260
26 H 0.322
27 H 0.269
28 H 0.419
29 H 0.302
30 H 0.303
31 H 0.266
32 H 0.390
33 H 0.488
34 H 0.352
35 H 0.371
36 H 0.428
37 H 0.435
38 H 0.395
39 H 0.333
40 H 0.283
41 H 0.344
42 H 0.490
43 H 0.347
44 H 0.390
45 H 0.373
46 H 0.434
47 H 0.238
48 H 0.741
49 H 0.426
50 H 0.350
51 H 0.565
52 C -1.121
53 C -0.352
54 O -0.309
55 C -0.332
56 C -1.139
57 H 0.307
58 H 0.386
59 H 0.274
60 H 0.336
61 H 0.321
62 H 0.308
63 H 0.349
64 H 0.287
65 H 0.395
66 H 0.301

---

No. 3
Density functional theory data (the ωB97M-V functional and the def2-TZVPD basis) for C23H37ClNO16S2 as an isolated structure.

Calculated values
LUMO level: 1.76 eV
HOMO-LUMO gap: 7.93 eV
total charge: -1

The geometry in XYZ format:
```
80
Properties=species:S:1:pos:R:3:forces:R:3
C 6.248842 -4.531424 -0.594491 -0.080 0.015 0.063
C 5.494157 -3.208545 -0.552254 -0.064 -0.029 -0.040
O 6.207327 -2.232797 0.201361 0.021 0.044 0.108
C 4.073681 -3.412686 -0.039520 0.041 -0.145 0.049
O 3.181519 -2.597542 -0.790137 0.042 0.310 0.060
S 1.739988 -2.293826 -0.148803 0.169 -0.261 -0.050
O 1.320739 -1.084628 -0.784133 -0.060 0.084 -0.061
O 1.926102 -2.262458 1.278940 -0.059 -0.091 -0.005
N 0.987903 -3.599403 -0.670910 -0.150 0.193 0.128
S -0.505220 -3.887779 -0.275285 0.220 -0.235 0.039
O -0.857132 -5.182372 -0.778470 -0.029 -0.005 0.048
O -0.857512 -3.550576 1.073215 -0.029 0.008 0.012
Cl -1.635013 -2.586238 -1.415147 -0.031 0.097 -0.096
H 5.851196 -5.161642 -1.391704 0.013 -0.027 0.002
H 6.130632 -5.073966 0.347645 0.077 0.024 0.021
H 7.309057 -4.355476 -0.769275 0.006 0.003 -0.020
H 5.422758 -2.791177 -1.557800 0.036 -0.047 -0.032
H 5.950843 -2.296142 1.129888 -0.019 0.038 -0.132
H 3.773900 -4.461188 -0.124246 -0.076 0.028 -0.097
H 4.016067 -3.126877 1.013266 -0.006 -0.073 0.049
O -3.185122 -0.335261 -3.486977 0.020 0.035 0.043
C -4.293745 -0.775870 -3.460084 -0.056 -0.029 -0.105
O -4.669941 -1.784909 -2.635750 -0.012 0.115 -0.066
C -6.027113 -2.165059 -2.903534 -0.043 -0.061 0.045
C -6.669821 -0.953023 -3.570187 0.019 0.048 -0.017
C -5.480627 -0.352772 -4.309671 -0.117 -0.045 0.201
H -6.015127 -3.037321 -3.561235 -0.016 0.007 -0.015
H -6.489521 -2.441792 -1.958976 0.045 -0.014 0.016
H -7.508060 -1.214331 -4.213474 0.039 -0.039 -0.033
H -7.023969 -0.257067 -2.807495 -0.007 -0.013 0.007
H -5.362482 -0.789576 -5.301367 0.022 0.037 -0.030
H -5.512206 0.729719 -4.399214 0.072 -0.001 -0.091
O 4.447002 -0.113747 3.622853 0.013 0.005 -0.015
C 3.394109 0.456415 3.655801 0.000 -0.120 0.035
O 3.112276 1.330065 4.669154 -0.057 0.046 -0.007
C 1.756861 1.805693 4.547693 -0.063 0.027 -0.032
C 1.395435 1.607653 3.084536 0.087 -0.165 -0.080
C 2.209634 0.365686 2.723319 0.035 0.402 0.135
H 1.125525 1.209029 5.212232 -0.008 -0.007 -0.009
H 1.729632 2.844080 4.871603 0.046 -0.005 0.015
H 0.326154 1.501105 2.925424 -0.005 -0.010 0.002
H 1.733937 2.459265 2.497425 -0.026 0.024 0.009
H 1.679094 -0.563189 2.931984 0.031 -0.057 -0.092
H 2.536590 0.337945 1.688728 -0.022 -0.173 -0.011
O 5.325243 0.287133 10.721044 0.016 0.000 -0.004
C 4.740310 0.067267 9.698896 -0.023 -0.047 0.042
O 4.315057 1.053920 8.882302 -0.027 0.012 -0.004
C 3.560323 0.508302 7.777981 0.019 -0.054 -0.053
C 4.017078 -0.940949 7.663612 0.047 -0.027 0.067
C 4.348101 -1.278522 9.115034 0.039 0.080 -0.194
H 2.498551 0.589776 8.023973 -0.003 -0.012 0.002
H 3.770579 1.088472 6.886782 0.021 0.081 0.052
H 3.266461 -1.585034 7.211272 -0.029 0.019 0.016
H 4.916599 -0.991169 7.049616 -0.018 0.000 -0.029
H 3.477014 -1.639489 9.665988 0.010 -0.024 0.022
H 5.160021 -1.990209 9.237151 -0.027 -0.021 0.089
O -8.082573 -1.700951 -7.436367 0.011 -0.016 0.003
C -7.525351 -0.759183 -7.915172 -0.068 0.008 -0.030
O -6.894091 0.167945 -7.154660 -0.034 0.034 0.030
C -6.391679 1.238309 -7.970366 0.050 0.017 -0.049
C -6.265424 0.645038 -9.370347 -0.030 -0.071 -0.002
C -7.400312 -0.376693 -9.378928 0.199 0.060 0.039
H -7.107133 2.062793 -7.931342 -0.003 0.001 -0.020
H -5.445665 1.568071 -7.548047 -0.010 -0.024 0.042
H -6.329972 1.396206 -10.154501 -0.040 0.015 0.017
H -5.307327 0.133327 -9.466950 0.011 0.018 -0.003
H -8.350397 0.059895 -9.692767 -0.017 -0.020 -0.016
H -7.203251 -1.259722 -9.980135 -0.090 -0.020 -0.007
O -0.189313 4.355489 2.534996 -0.081 0.135 0.080
C 0.335029 4.941703 1.635874 0.051 -0.038 0.002
O 1.115598 4.311438 0.728316 0.028 -0.030 -0.001
C 1.693080 5.251261 -0.188467 0.021 0.056 -0.038
C 0.778855 6.472336 -0.134301 -0.051 -0.012 0.053
C 0.281976 6.424447 1.309122 -0.022 -0.058 -0.207
H 2.706970 5.479746 0.148161 -0.001 0.015 -0.001
H 1.743134 4.779469 -1.166149 -0.017 -0.040 0.018
H 1.289495 7.394453 -0.404092 0.033 -0.008 0.031
H -0.059865 6.333819 -0.817604 0.011 0.004 -0.015
H 0.951872 6.943726 1.997104 -0.012 0.011 0.022
H -0.727342 6.801579 1.448043 0.014 0.015 0.092
```
Forces are in eV/Å.

Partial atomic charges computed with the Mulliken method, in multiples of e:
1 C -1.444
2 C 0.605
3 O -0.551
4 C -0.556
5 O -0.350
6 S 1.272
7 O -0.682
8 O -0.622
9 N -0.401
10 S 0.880
11 O -0.589
12 O -0.574
13 Cl -0.135
14 H 0.379
15 H 0.290
16 H 0.386
17 H 0.210
18 H 0.339
19 H 0.298
20 H 0.272
21 O -0.544
22 C 0.367
23 O -0.260
24 C -0.443
25 C -0.566
26 C -0.047
27 H 0.260
28 H 0.318
29 H 0.315
30 H 0.273
31 H 0.010
32 H 0.315
33 O -0.626
34 C 0.436
35 O -0.344
36 C -0.547
37 C -0.184
38 C -0.268
39 H 0.201
40 H 0.393
41 H 0.557
42 H -0.103
43 H 0.189
44 H 0.231
45 O -0.594
46 C 0.486
47 O -0.358
48 C -0.090
49 C -0.472
50 C -0.405
51 H 0.139
52 H 0.141
53 H 0.353
54 H 0.280
55 H 0.235
56 H 0.293
57 O -0.574
58 C 0.512
59 O -0.306
60 C -0.414
61 C -0.517
62 C -0.431
63 H 0.258
64 H 0.322
65 H 0.334
66 H 0.276
67 H 0.253
68 H 0.295
69 O -0.549
70 C 0.558
71 O -0.301
72 C -0.456
73 C -0.476
74 C -0.483
75 H 0.273
76 H 0.309
77 H 0.322
78 H 0.264
79 H 0.255
80 H 0.306